Record 1
Computed, not measured: a single C17H25NO molecule, with ωB97M-V with the def2-TZVPD basis set.

Structure (ORCA input):
```
! wB97M-V def2-TZVPD RIJCOSX def2/J DEFGRID3
* xyz 0 1
O -1.649 1.523 1.136
N 0.398 1.125 -2.393
C 0.291 -1.036 -0.448
C 0.809 1.051 -4.720
C -0.852 0.600 1.079
C -0.049 -0.055 2.210
C -0.624 1.129 -1.432
C 0.200 -1.938 0.616
C 1.762 1.628 -2.035
C -0.034 -2.611 2.991
C -0.366 0.179 -0.262
C -2.093 -0.329 3.563
C -0.696 0.252 3.569
C 2.199 1.665 -4.649
C 0.008 -1.540 1.942
C -2.081 -1.587 4.335
C -0.130 1.628 -3.721
C -1.530 -2.777 3.492
C 2.663 1.391 -3.299
H -0.611 2.187 -1.017
H 2.340 2.752 -4.905
H 0.295 -2.963 0.281
H -2.239 -3.018 2.720
H -0.270 2.637 -3.828
H -1.559 0.897 -1.844
H 3.108 0.411 -3.186
H -0.040 0.084 4.361
H -2.767 0.357 3.897
H 0.924 0.337 2.321
H 1.895 2.637 -1.869
H 0.361 -3.470 2.519
H 2.118 0.977 -1.093
H 0.972 -0.005 -4.564
H -3.068 -1.772 4.760
H 0.563 -1.392 -1.493
H 2.822 1.076 -5.338
H 0.463 1.332 -5.755
H 3.616 1.897 -3.215
H -0.910 1.368 3.544
H -1.535 -3.768 4.127
H -1.179 1.290 -3.936
H 0.585 -2.184 3.778
H -2.618 -0.535 2.546
H -1.492 -1.431 5.215
*
```

The HOMO energy is -7.8428 eV. Its energy above the lowest of the compared OMol25 structures with the same formula, charge and spin is 116.4 kcal per mole. The HOMO-LUMO gap is 7.739 eV. The calculation puts the LUMO energy at -0.1 eV.

=====

Record 2
Computed, not measured: 2 unconnected molecules or ions with the total composition C17H25O, with ωB97M-V with the def2-TZVPD basis set.

Structure (ORCA input):
```
! wB97M-V def2-TZVPD RIJCOSX def2/J DEFGRID3
* xyz 1 1
O 2.211 0.391 1.850
C 1.747 -1.122 -0.559
C -0.026 -0.196 1.818
C -0.413 1.135 2.072
C -2.255 -0.893 2.540
C 2.615 -1.357 -1.611
C 3.501 0.044 2.358
C 5.329 0.245 -2.288
C 5.684 -2.069 -1.178
C 4.479 -2.984 -0.919
C 1.364 -0.542 1.456
C 2.862 -0.384 -2.737
C 4.312 -0.302 -3.288
C 5.442 -0.560 -0.989
C 3.262 -2.720 -1.821
C -2.657 0.441 2.703
C -0.970 -1.204 2.144
C -1.709 1.444 2.486
H 2.232 -0.672 -3.594
H 1.346 -2.034 -0.084
H 6.087 -2.253 -2.187
H 1.191 -0.166 -0.556
H 3.565 -2.854 -2.874
H -0.645 -2.243 2.071
H 4.038 0.988 2.400
H 1.657 -1.570 1.716
H 6.278 -0.143 -0.413
H 2.515 0.620 -2.449
H -2.011 2.489 2.614
H 6.312 0.261 -2.781
H 3.450 -0.379 3.366
H 4.638 -1.287 -3.654
H 4.311 0.361 -4.166
H -2.987 -1.695 2.691
H 5.078 1.286 -2.038
H 6.475 -2.369 -0.481
H 4.164 -2.903 0.128
H 0.306 1.932 1.954
H 4.548 -0.401 -0.380
H 4.817 -4.021 -1.074
H 4.031 -0.659 1.702
H -3.683 0.681 2.974
H 2.513 -3.505 -1.621
*
```

The HOMO energy is -12.6977 eV. Its energy above the lowest of the compared OMol25 structures with the same formula, charge and spin is 19.7 kcal per mole. The HOMO-LUMO gap is 7.786 eV. The calculation puts the LUMO energy at -4.9 eV.

=====

Record 3
Computed, not measured: 5 unconnected molecules or ions with the total composition C17H25O18PS2, with ωB97M-V with the def2-TZVPD basis set.

Structure (ORCA input):
```
! wB97M-V def2-TZVPD RIJCOSX def2/J DEFGRID3
* xyz 0 1
S 0.074 -0.930 0.896
S -0.333 -4.115 -1.050
P -1.244 -3.796 0.649
O 0.534 -0.816 -0.578
O -1.382 -2.153 3.779
O -3.097 6.003 0.660
O -2.677 -4.798 0.751
O 2.934 4.479 5.767
O 0.788 2.818 -2.637
O 2.440 2.635 4.507
O 2.083 2.119 -4.342
O 0.503 -4.917 -4.422
O -0.146 -4.415 1.900
O 2.691 -4.460 -4.704
O 0.765 3.888 5.344
O 0.614 3.840 -4.676
O 2.071 -6.293 -3.484
O -0.281 0.481 1.507
O -0.979 5.314 0.136
O -2.955 -0.575 2.698
O -2.523 3.790 0.745
C 0.587 -3.630 -5.007
C 1.973 -3.596 -5.564
C 1.469 -1.605 1.975
C -2.826 -1.164 0.359
C 0.183 2.971 4.438
C -2.272 5.114 0.526
C 1.780 -5.310 -4.145
C 2.119 3.733 5.252
C 2.556 1.479 -3.172
C -1.531 -1.953 1.064
C 1.416 1.622 -2.217
C -3.906 -1.004 1.618
C -0.300 4.086 0.321
C 1.118 3.000 -3.949
C 1.237 1.922 4.286
C -1.399 3.074 0.269
C -1.900 -1.639 2.660
H 2.241 -0.726 2.180
H 1.750 1.703 -1.179
H 0.206 4.104 1.292
H -4.297 -2.027 2.090
H 0.445 3.932 -0.466
H 1.152 1.131 5.039
H 2.023 -3.990 -6.584
H -1.195 2.206 0.901
H -2.641 -0.039 0.014
H 0.698 0.799 -2.297
H -0.750 2.568 4.840
H 1.233 1.468 3.291
H 2.402 -2.590 -5.550
H 1.114 -2.019 3.015
H -0.029 3.489 3.497
H -1.604 2.732 -0.751
H -3.506 -4.252 0.616
H -4.672 -0.120 1.588
H 0.430 -2.877 -4.227
H 3.458 1.995 -2.827
H 2.801 0.432 -3.374
H -3.366 -1.766 -0.499
H 0.080 -5.360 1.589
H -0.176 -3.506 -5.780
H 2.019 -2.483 1.421
*
```

The HOMO energy is -10.1377 eV. The HOMO-LUMO gap is 8.597 eV. The calculation puts the LUMO energy at -1.5 eV.

=====

Record 4
Computed, not measured: a molecular structure, C17H26ClO2P2Sn, with ωB97M-V with the def2-TZVPD basis set.

Structure (ORCA input):
```
! wB97M-V def2-TZVPD RIJCOSX def2/J DEFGRID3
* xyz 3 1
Sn -0.037 -0.027 -1.036
Cl -0.995 -0.202 -4.032
P 0.150 -2.666 -0.705
P -0.079 2.607 -1.077
O 1.562 0.386 -4.209
O 3.069 0.209 0.770
C -1.250 -3.485 0.125
C -0.606 0.056 2.301
C -0.755 0.067 3.720
C 0.600 0.081 -4.884
C -1.557 3.393 -0.360
C 0.016 3.212 -2.785
C -1.320 -1.019 4.434
C -0.522 0.019 1.075
C -0.354 1.166 5.885
C -0.293 1.165 4.490
C -1.380 -1.025 5.835
C 0.328 -3.524 -2.296
C 2.276 0.134 -0.055
C 0.544 -0.093 -6.368
C 1.287 3.441 -0.205
C 1.565 -3.236 0.295
C -0.887 0.062 6.572
H 2.510 -2.920 -0.163
H 1.550 -0.074 -6.802
H -0.029 0.716 -6.834
H 1.498 -2.810 1.305
H -1.460 4.487 -0.424
H 1.334 -3.355 -2.702
H 0.146 2.021 3.981
H 0.167 -4.603 -2.160
H -0.892 0.040 7.667
H -1.662 3.093 0.693
H -1.408 -3.034 1.115
H -2.456 3.071 -0.909
H -0.408 -3.133 -3.012
H 1.158 4.531 -0.303
H 1.272 3.166 0.858
H 0.988 2.946 -3.220
H -1.038 -4.559 0.241
H 0.081 -1.051 -6.622
H -1.790 -1.891 6.373
H -1.699 -1.885 3.893
H -2.169 -3.354 -0.467
H -0.112 4.306 -2.790
H -0.774 2.742 -3.387
H 0.040 2.015 6.455
H 2.251 3.146 -0.641
H 1.539 -4.335 0.363
*
```

The HOMO energy (spin up / spin down) is -16.9224 / -16.4306 eV. The HOMO-LUMO gap (spin up / spin down) is 4.306 / 3.449 eV. The calculation puts the LUMO energy (spin up / spin down) at -12.6 / -13.0 eV.

=====

Record 5
Computed, not measured: a molecular structure, C17H26F6N4OSSbSe2Zn, with ωB97M-V with the def2-TZVPD basis set.

Structure (ORCA input):
```
! wB97M-V def2-TZVPD RIJCOSX def2/J DEFGRID3
* xyz 2 2
Sb 0.636 -3.432 0.195
Se 0.749 1.794 -3.651
Se 2.539 0.364 -3.509
Zn -0.126 0.273 -0.771
S -0.672 -0.150 2.960
F 2.478 -3.138 0.359
F 0.851 -3.729 -1.649
F 0.362 -2.829 1.952
F 0.611 -1.512 -0.294
F 0.608 -5.225 0.637
F -1.226 -3.266 -0.144
O -0.151 0.644 1.746
N -0.552 -0.475 -2.850
N 2.160 0.691 -0.766
N -2.118 -0.343 -0.247
N -0.703 2.255 -0.470
C 1.194 0.174 4.873
C -2.004 2.664 -1.066
C 0.758 -0.842 3.825
C 3.095 0.605 -1.723
C 2.603 0.716 0.488
C 3.964 0.675 0.814
C -0.951 0.002 -5.181
C -1.208 -1.630 -2.989
C 4.906 0.585 -0.186
C -0.966 1.094 4.246
C -1.666 -1.190 -5.298
C -3.185 1.878 -0.514
C 4.464 0.537 -1.504
C -3.235 0.398 -0.867
C -0.418 0.288 -3.944
C -1.771 -2.020 -4.201
C -0.106 0.725 5.453
H -1.276 -2.260 -2.115
H 0.048 1.589 6.096
H -2.154 -0.227 0.761
H -0.603 -0.042 6.050
H 5.159 0.450 -2.329
H -2.107 -1.466 -6.247
H -3.175 0.269 -1.951
H -3.227 1.998 0.575
H -0.803 0.662 -6.024
H -4.091 2.346 -0.900
H 5.963 0.544 0.040
H 4.256 0.699 1.855
H -2.034 1.139 4.450
H -0.640 2.028 3.785
H -1.942 2.524 -2.150
H -0.770 2.260 0.549
H 1.770 0.979 4.409
H -2.168 3.727 -0.888
H -2.216 -1.347 -0.385
H 0.407 -1.774 4.270
H 1.483 -1.099 3.055
H -4.194 -0.014 -0.548
H 0.011 2.937 -0.709
H 1.824 -0.289 5.631
H 1.841 0.758 1.258
H -2.281 -2.971 -4.263
*
```

The HOMO energy (spin up / spin down) is -14.7835 / -14.7831 eV. Its energy above the lowest of the compared OMol25 structures with the same formula, charge and spin is 8.9 kcal per mole. The HOMO-LUMO gap (spin up / spin down) is 7.421 / 4.533 eV. The calculation puts the LUMO energy (spin up / spin down) at -7.4 / -10.2 eV.

=====

Record 6
Computed, not measured: a molecular structure, C17H26F7GaO4P, with ωB97M-V with the def2-TZVPD basis set.

Structure (ORCA input):
```
! wB97M-V def2-TZVPD RIJCOSX def2/J DEFGRID3
* xyz -1 1
Ga 3.537 -0.628 1.181
P -5.686 1.266 -0.450
F 0.879 0.463 0.584
F 1.896 -1.808 -0.871
F 0.874 -1.426 3.076
F -1.128 -1.731 2.231
F 1.667 -2.931 1.018
F -0.396 -1.081 -0.224
F -0.353 0.267 2.658
O -5.405 -0.243 -0.862
O -6.424 2.106 0.512
O -4.215 1.871 -0.662
O -6.360 1.679 -1.880
C 8.603 -0.832 0.431
C 7.665 0.890 1.788
C 7.407 -2.990 -0.064
C -5.938 -0.937 -2.000
C 6.531 0.112 1.944
C 1.838 -1.654 0.505
C -0.021 -0.980 2.214
C 6.402 -1.139 1.339
C 8.712 0.417 1.008
C 0.537 -0.844 0.742
C -7.210 3.909 -2.241
C 5.114 -1.892 1.540
C -3.291 1.889 0.442
C 7.474 -1.630 0.580
C -2.794 0.504 0.797
C -5.049 -0.741 -3.204
C -7.546 2.459 -1.965
H -8.128 2.051 -2.796
H 9.435 -1.195 -0.167
H -5.467 -1.262 -4.067
H -8.115 4.519 -2.272
H -4.051 -1.135 -3.006
H 7.711 1.864 2.258
H -8.153 2.356 -1.067
H -4.934 0.312 -3.452
H 7.152 -3.769 0.654
H 5.075 -2.794 0.930
H -6.971 -0.654 -2.194
H 3.142 0.115 2.549
H -5.951 -1.994 -1.729
H 6.699 -2.974 -0.895
H -2.014 0.525 1.542
H -3.616 -0.103 1.191
H 5.082 -2.193 2.592
H 5.728 0.512 2.553
H -3.762 2.369 1.305
H 9.586 1.045 0.879
H -2.411 -0.006 -0.083
H -6.692 4.003 -3.197
H -2.457 2.517 0.132
H 8.384 -3.253 -0.476
H -6.545 4.307 -1.474
H 3.958 0.491 0.123
*
```

The HOMO energy is -5.0061 eV. The HOMO-LUMO gap is 7.337 eV. The calculation puts the LUMO energy at 2.3 eV.

=====

Record 7
Computed, not measured: a gas-phase ion, C17H26N3 (charge +1), with ωB97M-V with the def2-TZVPD basis set.

Structure (ORCA input):
```
! wB97M-V def2-TZVPD RIJCOSX def2/J DEFGRID3
* xyz 1 1
N 1.280 1.123 1.714
N 0.478 -0.918 0.813
N 0.710 3.434 2.952
C -0.602 -1.802 0.341
C -2.767 -0.990 1.448
C -1.217 4.995 2.574
C -2.142 0.362 1.800
C 2.636 0.598 1.564
C 1.313 2.536 1.745
C -1.130 0.857 0.772
C 0.993 5.936 2.715
C -1.766 6.275 2.758
C 0.179 4.771 2.691
C 1.537 3.428 4.163
C -0.952 7.407 2.879
C 0.430 7.218 2.824
C 1.746 -1.602 0.932
C 0.281 0.358 1.087
C -1.740 -2.096 1.339
C 2.595 -0.849 1.907
H -2.245 -3.020 1.024
H -1.410 0.428 -0.204
H 3.278 1.151 2.261
H 3.603 -1.252 1.877
H 2.601 3.532 3.905
H 2.176 -0.981 2.907
H -1.665 0.286 2.780
H -1.135 1.947 0.654
H 2.083 5.866 2.712
H -1.387 8.409 2.983
H -1.320 -2.316 2.331
H -1.889 4.147 2.441
H 1.283 4.278 4.800
H 0.824 2.960 0.884
H 2.337 2.892 1.763
H -2.923 1.117 1.901
H -3.514 -1.250 2.203
H -0.133 -2.760 0.134
H -2.851 6.409 2.828
H 2.992 0.746 0.524
H 1.075 8.110 2.899
H 1.408 2.505 4.749
H 1.555 -2.618 1.288
H 2.220 -1.728 -0.057
H -1.025 -1.460 -0.610
H -3.304 -0.891 0.501
*
```

The HOMO energy is -11.0169 eV. Its energy above the lowest of the compared OMol25 structures with the same formula, charge and spin is 29.1 kcal per mole. The HOMO-LUMO gap is 7.946 eV. The calculation puts the LUMO energy at -3.1 eV.

=====

Record 8
Computed, not measured: a single C17H26N4O3 molecule, with ωB97M-V with the def2-TZVPD basis set.

Structure (ORCA input):
```
! wB97M-V def2-TZVPD RIJCOSX def2/J DEFGRID3
* xyz 0 1
O 0.421 0.486 -0.635
O -1.169 -2.470 -4.522
O -3.750 -0.258 -2.798
N -1.104 1.181 0.884
N -1.484 -0.061 -2.855
N 2.434 0.684 1.337
N 0.390 -1.288 -5.558
C -2.549 -0.107 -0.709
C 3.357 0.261 2.381
C -0.669 -1.253 -4.824
C -0.327 -3.351 -5.137
C 1.957 -1.747 2.866
C 3.361 -1.249 2.552
C -1.633 1.023 2.218
C 0.621 -2.639 -5.772
C 1.075 0.275 1.656
C -2.696 1.988 2.658
C -2.050 1.272 -0.231
C -2.684 -0.157 -2.220
C -1.380 -0.053 -4.295
C 2.520 2.119 1.139
C 0.119 0.666 0.536
C 0.989 -1.248 1.803
C -1.330 2.062 3.261
H -0.838 0.824 -4.647
H -0.695 2.880 2.951
H -1.537 1.782 -1.042
H 1.236 -1.685 0.832
H -0.543 -4.397 -5.020
H -3.505 -0.367 -0.262
H -0.037 -1.539 2.046
H 4.058 -1.525 3.346
H -2.965 2.777 1.971
H -1.746 -0.001 2.558
H 1.932 -2.837 2.919
H -2.886 1.896 0.071
H 3.549 2.390 0.905
H 0.751 0.746 2.598
H -1.817 -0.865 -0.422
H 4.353 0.613 2.107
H 1.648 -1.371 3.848
H -3.515 1.603 3.248
H 1.896 2.423 0.300
H 1.451 -2.992 -6.360
H 3.099 0.738 3.347
H 3.717 -1.707 1.626
H -1.183 1.728 4.279
H -2.396 -0.021 -4.689
H -0.658 0.087 -2.286
H 2.212 2.684 2.036
*
```

The HOMO energy is -8.8444 eV. Its energy above the lowest of the compared OMol25 structures with the same formula, charge and spin is 44.7 kcal per mole. The HOMO-LUMO gap is 9.546 eV. The calculation puts the LUMO energy at 0.7 eV.

=====

Record 9
Computed, not measured: a single C17H26N4OS molecule, with ωB97M-V with the def2-TZVPD basis set.

Structure (ORCA input):
```
! wB97M-V def2-TZVPD RIJCOSX def2/J DEFGRID3
* xyz 0 1
S -3.301 -2.475 3.435
O 3.703 0.615 0.606
N -0.096 -1.190 -0.809
N 0.285 1.629 -0.981
N -2.862 -2.826 0.924
N -0.882 -2.599 2.201
C 0.319 3.007 -1.463
C -0.166 -2.534 -0.248
C -2.234 -2.652 2.034
C 1.075 -2.565 3.259
C -0.160 3.205 -2.908
C 0.103 -2.607 1.223
C -1.029 1.015 -1.053
C 1.262 0.709 -1.556
C -4.205 -2.834 1.092
C 2.699 1.249 -1.556
C 1.310 -2.582 1.862
C -0.271 -2.575 3.436
C -0.466 3.916 -0.513
C 3.201 1.677 -0.171
C -1.053 -0.270 -0.235
C -4.638 -2.663 2.364
C 1.223 -0.596 -0.747
H -0.241 3.654 0.517
H 2.782 2.090 -2.245
H 0.578 -3.140 -0.772
H -1.768 1.707 -0.650
H -4.829 -2.974 0.229
H -5.640 -2.636 2.739
H 1.936 -1.303 -1.180
H -1.161 -2.925 -0.464
H 2.375 2.094 0.408
H 1.525 -0.375 0.287
H 0.002 4.237 -3.209
H 3.977 2.449 -0.287
H 1.363 3.326 -1.404
H 1.820 -2.546 4.029
H -1.538 3.835 -0.670
H -1.305 0.760 -2.091
H 3.351 0.459 -1.941
H -0.817 -0.028 0.816
H 4.417 0.186 0.122
H -0.854 -2.576 4.335
H -1.220 2.984 -3.000
H 0.391 2.559 -3.589
H -0.181 4.952 -0.680
H -2.047 -0.720 -0.281
H 0.993 0.459 -2.601
H 2.271 -2.580 1.388
*
```

The HOMO energy is -8.1693 eV. Its energy above the lowest of the compared OMol25 structures with the same formula, charge and spin is 63.7 kcal per mole. The HOMO-LUMO gap is 8.825 eV. The calculation puts the LUMO energy at 0.7 eV.

=====

Copy entry 4 word for word.
Computed, not measured: a molecular structure, C17H26ClO2P2Sn, with ωB97M-V with the def2-TZVPD basis set.

Structure (ORCA input):
```
! wB97M-V def2-TZVPD RIJCOSX def2/J DEFGRID3
* xyz 3 1
Sn -0.037 -0.027 -1.036
Cl -0.995 -0.202 -4.032
P 0.150 -2.666 -0.705
P -0.079 2.607 -1.077
O 1.562 0.386 -4.209
O 3.069 0.209 0.770
C -1.250 -3.485 0.125
C -0.606 0.056 2.301
C -0.755 0.067 3.720
C 0.600 0.081 -4.884
C -1.557 3.393 -0.360
C 0.016 3.212 -2.785
C -1.320 -1.019 4.434
C -0.522 0.019 1.075
C -0.354 1.166 5.885
C -0.293 1.165 4.490
C -1.380 -1.025 5.835
C 0.328 -3.524 -2.296
C 2.276 0.134 -0.055
C 0.544 -0.093 -6.368
C 1.287 3.441 -0.205
C 1.565 -3.236 0.295
C -0.887 0.062 6.572
H 2.510 -2.920 -0.163
H 1.550 -0.074 -6.802
H -0.029 0.716 -6.834
H 1.498 -2.810 1.305
H -1.460 4.487 -0.424
H 1.334 -3.355 -2.702
H 0.146 2.021 3.981
H 0.167 -4.603 -2.160
H -0.892 0.040 7.667
H -1.662 3.093 0.693
H -1.408 -3.034 1.115
H -2.456 3.071 -0.909
H -0.408 -3.133 -3.012
H 1.158 4.531 -0.303
H 1.272 3.166 0.858
H 0.988 2.946 -3.220
H -1.038 -4.559 0.241
H 0.081 -1.051 -6.622
H -1.790 -1.891 6.373
H -1.699 -1.885 3.893
H -2.169 -3.354 -0.467
H -0.112 4.306 -2.790
H -0.774 2.742 -3.387
H 0.040 2.015 6.455
H 2.251 3.146 -0.641
H 1.539 -4.335 0.363
*
```

The HOMO energy (spin up / spin down) is -16.9224 / -16.4306 eV. The HOMO-LUMO gap (spin up / spin down) is 4.306 / 3.449 eV. The calculation puts the LUMO energy (spin up / spin down) at -12.6 / -13.0 eV.